1.
{
  "formula": "C5H8O2",
  "method": "ωB97M-V/def2-TZVPD",
  "gap_ev": 9.77,
  "smiles": "C=C1CCC1=O.O",
  "homo_energy_ev": -9.720,
  "lumo_energy_ev": 0.053,
  "species": ["C", "C", "C", "C", "C", "O", "H", "H", "H", "H", "H", "H", "O", "H", "H"],
  "xyz": [[-0.42, 1.56, -0.37], [0.13, 0.35, -0.35], [0.17, -0.88, -1.25], [1.34, -1.44, -0.38], [1.23, -0.18, 0.50], [1.81, 0.23, 1.46], [-0.09, 2.31, 0.35], [-1.18, 1.87, -1.08], [-0.72, -1.52, -1.29], [0.46, -0.62, -2.27], [2.30, -1.51, -0.89], [1.13, -2.37, 0.14], [-2.23, 1.04, 1.17], [-1.74, 1.58, 1.80], [-1.60, 0.35, 0.93]],
  "nbo_charge": [-0.2440, -0.2218, -0.4307, -0.5117, 0.5651, -0.5209, 0.2110, 0.2179, 0.2198, 0.2195, 0.2346, 0.2338, -0.9197, 0.4684, 0.4787]
}


2.
{
  "formula": "C5H8O2",
  "method": "ωB97M-V/def2-TZVPD",
  "gap_ev": 9.63,
  "smiles": "C=C(C=O)OCC",
  "homo_energy_ev": -9.182,
  "lumo_energy_ev": 0.446,
  "species": ["C", "C", "C", "O", "O", "C", "C", "H", "H", "H", "H", "H", "H", "H", "H"],
  "xyz": [[1.10, 0.12, -1.30], [1.16, 0.15, 0.04], [2.48, 0.41, 0.72], [3.55, 0.18, 0.20], [0.09, 0.02, 0.86], [-1.04, -0.72, 0.29], [-2.25, 0.19, 0.23], [2.02, 0.04, -1.88], [0.14, 0.18, -1.80], [2.42, 0.90, 1.72], [-0.84, -1.15, -0.71], [-1.17, -1.56, 0.97], [-2.42, 0.62, 1.22], [-3.15, -0.37, -0.07], [-2.10, 1.00, -0.49]],
  "nbo_charge": [-0.4639, 0.1985, 0.3921, -0.5046, -0.5073, -0.0706, -0.6308, 0.2348, 0.2027, 0.1240, 0.1908, 0.1880, 0.2187, 0.2167, 0.2109]
}


3.
{
  "formula": "C5H8O2",
  "method": "ωB97M-V/def2-TZVPD",
  "gap_ev": 10.32,
  "homo_energy_ev": -9.487,
  "lumo_energy_ev": 0.835,
  "species": ["O", "C", "C", "C", "C", "C", "O", "H", "H", "H", "H", "H", "H", "H", "H"],
  "xyz": [[2.17, 0.53, 0.00], [1.53, -0.70, 0.30], [0.08, -0.37, 0.59], [-0.44, 1.01, -0.02], [-1.83, 0.37, -0.17], [-1.03, -0.92, -0.29], [-1.00, -1.77, -1.14], [2.20, 0.65, -0.95], [2.07, -1.11, 1.16], [1.60, -1.44, -0.52], [-0.19, -0.44, 1.66], [-0.32, 1.90, 0.60], [-0.03, 1.23, -1.01], [-2.47, 0.63, -1.00], [-2.34, 0.45, 0.80]],
  "nbo_charge": [-0.7179, -0.0774, -0.3442, -0.3683, -0.5128, 0.6026, -0.5366, 0.4692, 0.1856, 0.1877, 0.2302, 0.2262, 0.2057, 0.2256, 0.2245]
}


4.
{
  "formula": "C5H8O2",
  "method": "ωB97M-V/def2-TZVPD",
  "gap_ev": 10.04,
  "smiles": "CC(C)=O.C=C=O",
  "homo_energy_ev": -9.193,
  "lumo_energy_ev": 0.842,
  "species": ["C", "C", "C", "O", "H", "H", "H", "H", "H", "H", "C", "C", "O", "H", "H"],
  "xyz": [[1.23, -1.14, -0.16], [0.78, 0.30, -0.31], [0.17, 0.68, -1.64], [0.95, 1.13, 0.55], [1.44, -1.37, 0.89], [0.50, -1.84, -0.56], [2.15, -1.25, -0.73], [-0.36, 1.63, -1.55], [1.00, 0.80, -2.35], [-0.49, -0.10, -2.04], [-1.86, 0.42, 1.23], [-0.90, 0.00, 2.02], [-0.11, -0.47, 2.74], [-1.66, 1.21, 0.52], [-2.84, 0.01, 1.39]],
  "nbo_charge": [-0.7351, 0.6181, -0.7277, -0.5642, 0.2467, 0.2272, 0.2384, 0.2323, 0.2395, 0.2267, -0.8061, 0.7416, -0.4651, 0.2654, 0.2623]
}


5.
{
  "formula": "C5H8O2",
  "method": "ωB97M-V/def2-TZVPD",
  "gap_ev": 9.63,
  "smiles": "C[C@@]12C[C@]1(O)CO2",
  "homo_energy_ev": -8.971,
  "lumo_energy_ev": 0.658,
  "species": ["C", "C", "C", "C", "O", "C", "O", "H", "H", "H", "H", "H", "H", "H", "H"],
  "xyz": [[1.86, -0.05, 0.65], [0.55, -0.11, -0.05], [0.06, -0.96, -1.14], [-0.91, -0.20, 0.09], [-1.62, -1.05, 0.89], [-1.12, 1.26, -0.07], [0.25, 1.39, -0.43], [2.58, 0.22, -0.13], [2.18, -0.98, 1.11], [1.81, 0.76, 1.37], [0.58, -0.88, -2.11], [-0.42, -1.92, -1.02], [-2.55, -0.81, 0.80], [-1.86, 1.54, -0.83], [-1.39, 1.78, 0.87]],
  "nbo_charge": [-0.6345, 0.1926, -0.5397, 0.3175, -0.6670, -0.1124, -0.5347, 0.2279, 0.2226, 0.2262, 0.2262, 0.2360, 0.4822, 0.1776, 0.1795]
}


6.
{
  "formula": "C5H8O2",
  "method": "ωB97M-V/def2-TZVPD",
  "gap_ev": [8.92, 8.92],
  "homo_energy_ev": [-9.137, -9.136],
  "lumo_energy_ev": [-0.216, -0.216],
  "species": ["O", "C", "C", "C", "C", "C", "O", "H", "H", "H", "H", "H", "H", "H", "H"],
  "xyz": [[2.15, -1.24, -0.01], [1.05, -0.55, 0.48], [0.55, 1.19, -0.19], [-0.85, 0.80, -0.62], [-1.35, -0.06, 0.55], [-0.27, -1.06, 0.20], [-0.84, -0.18, -1.57], [1.88, -1.61, -0.86], [1.30, -0.20, 1.48], [0.57, 1.93, 0.63], [1.24, 1.47, -1.00], [-1.37, 1.71, -0.94], [-1.28, 0.37, 1.55], [-2.35, -0.46, 0.37], [-0.44, -2.09, -0.07]],
  "nbo_charge": [-0.6836, 0.0215, -0.3685, 0.0556, -0.4692, 0.1111, -0.6251, 0.4771, 0.2234, 0.1959, 0.2181, 0.1834, 0.2019, 0.2328, 0.2255]
}


7.
{
  "formula": "C5H8O2",
  "method": "ωB97M-V/def2-TZVPD",
  "gap_ev": 9.85,
  "homo_energy_ev": -9.045,
  "lumo_energy_ev": 0.800,
  "species": ["C", "C", "O", "C", "C", "C", "O", "H", "H", "H", "H", "H", "H", "H", "H"],
  "xyz": [[0.71, -0.82, -1.49], [0.44, -0.93, 0.01], [1.46, -0.19, 0.72], [0.49, 0.69, 1.24], [-0.38, 1.35, 0.16], [-0.68, -0.03, 0.67], [-1.82, -0.51, 1.28], [0.20, 0.07, -1.88], [1.77, -0.63, -1.68], [0.39, -1.69, -2.07], [0.36, -1.95, 0.38], [0.68, 1.13, 2.21], [-0.06, 1.40, -0.88], [-0.94, 2.23, 0.46], [-2.61, -0.13, 0.87]],
  "nbo_charge": [-0.6419, 0.0781, -0.5136, 0.0785, -0.4868, 0.1882, -0.6821, 0.2021, 0.2354, 0.2161, 0.1963, 0.2069, 0.2118, 0.2310, 0.4800]
}


8.
{
  "formula": "C5H8O2",
  "method": "ωB97M-V/def2-TZVPD",
  "gap_ev": 9.21,
  "homo_energy_ev": -8.640,
  "lumo_energy_ev": 0.569,
  "species": ["C", "C", "C", "C", "O", "C", "O", "H", "H", "H", "H", "H", "H", "H", "H"],
  "xyz": [[2.06, -0.52, 0.78], [0.91, 0.04, 0.03], [0.09, -0.52, -1.08], [-0.57, 0.02, 0.20], [-1.34, -0.77, 1.03], [-0.50, 1.54, 0.16], [0.81, 1.49, -0.14], [2.99, -0.42, 0.20], [1.88, -1.58, 0.97], [2.18, -0.01, 1.73], [0.01, 0.01, -2.02], [0.06, -1.61, -1.13], [-2.24, -0.79, 0.67], [-3.48, 1.42, -0.86], [-2.86, 1.71, -0.56]],
  "nbo_charge": [-0.6336, 0.2432, -0.4327, 0.0514, -0.6760, 0.2847, -0.4713, 0.2283, 0.2363, 0.2333, 0.2310, 0.2349, 0.4846, -0.0300, 0.0159]
}


9.
{
  "formula": "C5H8O2",
  "method": "ωB97M-V/def2-TZVPD",
  "gap_ev": 10.59,
  "smiles": "O=CCC1(O)CC1",
  "homo_energy_ev": -9.781,
  "lumo_energy_ev": 0.808,
  "species": ["O", "C", "C", "C", "O", "C", "C", "H", "H", "H", "H", "H", "H", "H", "H"],
  "xyz": [[2.20, 0.86, -0.73], [2.03, 0.39, 0.38], [0.85, -0.47, 0.72], [-0.33, -0.22, -0.20], [0.06, -0.73, -1.45], [-1.76, -0.44, 0.17], [-1.29, 0.93, -0.27], [2.80, 0.54, 1.16], [0.69, -0.58, 1.80], [1.11, -1.43, 0.23], [0.83, -0.18, -1.66], [-2.03, -0.56, 1.22], [-2.33, -1.05, -0.52], [-1.53, 1.21, -1.29], [-1.30, 1.74, 0.44]],
  "nbo_charge": [-0.5510, 0.4549, -0.5566, 0.2339, -0.7251, -0.4276, -0.4399, 0.1219, 0.2294, 0.2791, 0.4897, 0.2144, 0.2299, 0.2316, 0.2154]
}


10.
{
  "formula": "C5H8O2",
  "method": "ωB97M-V/def2-TZVPD",
  "gap_ev": 9.54,
  "smiles": "CCCC(=O)C=O",
  "homo_energy_ev": -9.774,
  "lumo_energy_ev": -0.236,
  "species": ["C", "C", "C", "C", "O", "C", "O", "H", "H", "H", "H", "H", "H", "H", "H"],
  "xyz": [[1.21, -1.59, -1.17], [0.46, -1.08, 0.06], [-0.07, 0.33, -0.14], [-0.79, 0.87, 1.07], [-0.89, 0.31, 2.13], [-1.45, 2.25, 0.92], [-1.91, 2.64, -0.12], [0.55, -1.60, -2.05], [1.58, -2.61, -1.02], [2.07, -0.95, -1.40], [1.12, -1.10, 0.94], [-0.37, -1.75, 0.30], [0.75, 1.03, -0.36], [-0.74, 0.41, -1.01], [-1.51, 2.84, 1.86]],
  "nbo_charge": [-0.6027, -0.3957, -0.5133, 0.4934, -0.4992, 0.3469, -0.4790, 0.2030, 0.2147, 0.2016, 0.2108, 0.2104, 0.2323, 0.2465, 0.1303]
}


Energy above the lowest of the compared OMol25 structures with the same formula, charge and spin / kJ/mol: 199.5; 171.9; 155.7; 128.7; 399.9; 421.7; 278.3; 552.5; 173.3; 77.4